# 1
# C6H11N3O

A single C6H11N3O molecule at a distorted geometry (ωB97M-V/def2-TZVPD, OMol25).

Each line ends with the Löwdin charge.
Cartesian coordinates (Å):
O -1.565 2.623 -0.180  0.01
N -1.093 1.350 0.391  0.07
N 0.374 1.274 -1.299  0.16
N -0.212 0.781 -0.351  -0.34
C -0.025 -0.640 0.214  -0.50
C 1.315 -1.155 -0.408  -0.02
C -0.388 4.484 -1.368  0.04
C -1.227 -1.457 -0.222  0.00
C -0.873 3.363 -0.902  -0.13
C 0.137 -0.726 1.724  -0.07
H -0.814 -0.451 2.116  0.05
H 1.042 -2.120 -0.671  0.06
H -1.017 5.346 -1.171  0.08
H 0.969 0.030 2.125  0.13
H 2.160 -1.200 0.266  0.09
H 1.611 -0.601 -1.161  0.00
H 0.448 -1.801 2.080  0.13
H -1.125 -2.242 0.409  0.06
H 0.418 4.319 -1.995  0.04
H -0.981 -1.674 -1.236  0.09
H -2.048 -0.926 -0.039  0.04

Output
Energy: -474.39911 Eh
Spin multiplicity: 1
E_LUMO (spin up / spin down): -0.19 / -0.19 eV
Charge: 0
Frontier orbital gap (spin up / spin down): 8.088 / 8.091 eV

# 2
# C6H11N3OS

A single C6H11N3OS molecule at a distorted geometry (ωB97M-V/def2-TZVPD, OMol25).

Each line ends with the Löwdin charge.
Cartesian coordinates (Å):
S -0.835 1.469 -0.456  0.90
O 0.133 2.388 -1.089  -0.48
N 3.349 0.252 -0.202  0.07
N 1.799 -1.133 0.428  0.10
N 2.191 0.658 -0.708  0.04
C -2.684 -0.917 -0.573  -0.13
C -0.298 1.515 1.300  -0.23
C 3.062 -0.805 0.518  -0.22
C -0.176 -0.226 -0.862  -0.28
C 1.225 -0.254 -0.340  -0.43
C -1.342 -1.318 0.072  -0.11
H 1.857 1.508 -1.133  0.11
H -2.779 -1.063 -1.605  0.06
H -0.148 -0.326 -1.865  0.06
H -1.300 -1.220 1.093  0.05
H -3.384 -1.553 0.005  0.09
H -0.807 2.532 1.684  0.10
H 0.804 1.464 1.419  0.06
H -0.560 0.589 1.813  0.04
H 3.700 -1.408 1.076  0.09
H -0.960 -2.250 -0.256  0.08
H -2.848 0.099 -0.321  0.01

Output
Energy: -872.62244 Eh
Spin multiplicity: 3
E_LUMO (spin up / spin down): 0.69 / -3.76 eV
⟨S²⟩: 2.010
Charge: 0
Frontier orbital gap (spin up / spin down): 4.685 / 4.949 eV

# 3
# C6H11N4

A molecular structure, C6H11N4 at a distorted geometry (ωB97M-V/def2-TZVPD, OMol25).

Each line ends with the Löwdin charge.
Cartesian coordinates (Å):
N 0.440 0.944 0.875  0.12
N -2.179 0.743 -1.181  0.19
N -1.693 0.295 1.360  0.05
N -0.497 0.035 0.805  -0.24
C 2.647 1.594 0.219  -0.02
C -0.016 -0.972 0.083  -0.28
C 1.260 -0.681 -0.387  0.08
C -0.914 -2.076 -0.209  -0.04
C 1.562 0.584 0.213  -0.25
C -2.607 1.078 -0.120  -0.03
H 0.448 1.695 1.623  0.23
H -1.234 -2.748 0.638  0.10
H 3.541 1.011 -0.109  0.10
H 2.011 -1.212 -1.020  0.15
H -3.192 1.842 0.519  0.15
H -0.531 -2.792 -1.019  0.12
H -2.321 0.827 -2.131  0.08
H 2.822 1.811 1.270  0.08
H -1.935 -1.719 -0.560  0.09
H -2.109 -0.673 1.765  0.17
H 2.581 2.572 -0.427  0.14

Output
Energy: -453.86836 Eh
Spin multiplicity: 1
E_LUMO: -3.04 eV
Charge: +1
Frontier orbital gap: 9.751 eV

# 4
# C6H11N4

A gas-phase ion, C6H11N4 (charge +1) at a distorted geometry (ωB97M-V/def2-TZVPD, OMol25).

Each line ends with the Löwdin charge.
Cartesian coordinates (Å):
N 3.063 -0.892 0.373  0.14
N -0.389 -0.753 -0.202  -0.02
N 0.823 1.138 -0.165  -0.07
N 1.825 -1.082 0.350  0.06
C -2.776 0.173 0.221  0.00
C -0.837 -2.122 -0.161  0.01
C -1.299 0.288 -0.109  -0.21
C -0.528 1.406 -0.186  0.03
C 0.911 -0.281 -0.166  -0.20
C 1.936 1.931 -0.190  -0.05
H 1.806 2.894 0.272  0.09
H -3.267 1.102 0.305  0.07
H 3.399 -1.645 0.985  0.12
H 2.856 1.426 0.365  0.14
H -1.821 -2.068 0.223  0.07
H 2.136 2.265 -1.276  0.14
H -2.871 -0.425 1.159  0.10
H -0.022 -2.843 0.302  0.15
H -0.838 -2.524 -1.170  0.10
H -3.267 -0.506 -0.609  0.14
H -0.843 2.517 -0.321  0.19

Output
Energy: -453.85337 Eh
Spin multiplicity: 3
E_LUMO (spin up / spin down): -2.83 / -6.59 eV
⟨S²⟩: 2.037
Charge: +1
Frontier orbital gap (spin up / spin down): 8.835 / 6.779 eV

# 5
# C6H11N4O

A gas-phase ion, C6H11N4O (charge +1) at a distorted geometry (ωB97M-V/def2-TZVPD, OMol25).

Each line ends with the Löwdin charge.
Cartesian coordinates (Å):
O 1.786 -0.551 0.522  -0.05
N 0.096 -1.725 1.331  0.08
N -0.420 0.416 0.782  0.20
N -2.245 -0.149 -0.681  0.17
N -2.285 1.762 0.503  0.27
C -1.532 -1.029 -1.287  -0.02
C -1.668 0.611 0.301  -0.31
C 2.527 0.506 0.075  -0.17
C -0.068 -1.303 -1.087  -0.02
C 0.356 -0.750 0.327  -0.53
C 2.063 1.402 -0.811  0.05
H 0.885 -2.470 1.401  0.16
H -0.038 -1.187 2.268  0.14
H 2.592 2.293 -1.078  0.06
H -3.180 1.802 0.211  0.09
H 3.372 0.610 0.669  0.11
H 0.053 -2.384 -0.910  0.14
H 0.692 -0.999 -1.903  0.17
H -2.044 2.510 1.119  0.15
H 1.081 1.292 -1.184  0.03
H -1.946 -1.600 -2.097  0.13
H -0.078 0.942 1.529  0.15

Output
Energy: -529.19871 Eh
Spin multiplicity: 1
E_LUMO: -4.72 eV
SMILES: C=CO[C@]1(N)CC=NC(=[NH2+])N1
Charge: +1
Frontier orbital gap: 8.055 eV

# 6
# C6H11NO

A molecular structure, C6H11NO at a distorted geometry (ωB97M-V/def2-TZVPD, OMol25).

Each line ends with the Löwdin charge.
Cartesian coordinates (Å):
O 0.166 1.447 -2.640  -0.14
N 0.499 0.857 2.339  0.04
C 0.730 -2.866 -0.399  0.06
C -0.730 -0.708 0.238  -0.04
C 0.546 0.954 3.664  -0.16
C -0.545 -0.442 -1.106  0.05
C 0.298 -1.693 0.240  -0.20
C 0.018 1.003 -1.435  -0.43
H 0.104 -3.762 -0.374  0.07
H -1.863 3.147 -3.218  0.01
H 0.906 0.806 -0.867  0.11
H 1.127 -1.249 0.831  0.12
H 1.826 -2.924 -0.473  0.07
H -0.593 1.580 -0.694  0.15
H -0.015 1.710 4.211  0.04
H -0.554 -1.130 -1.974  0.15
H 1.155 0.318 4.334  0.06
H -2.504 2.995 -3.699  0.02
H -0.571 -0.041 1.022  0.01

Output
Energy: -364.73331 Eh
Spin multiplicity: 1
E_LUMO: -3.76 eV
Charge: 0
Frontier orbital gap: 3.699 eV

# 7
# C6H11NO

A single C6H11NO molecule at a distorted geometry (ωB97M-V/def2-TZVPD, OMol25).

Each line ends with the Löwdin charge.
Cartesian coordinates (Å):
O 0.455 1.590 1.458  -0.03
N 3.185 0.153 0.081  0.18
C 0.682 0.881 0.305  -0.57
C -1.722 -0.399 0.477  -0.08
C 2.084 0.471 0.148  -0.17
C -0.225 -0.670 0.522  -0.32
C 0.177 1.607 -0.928  -0.01
C 0.211 -1.656 -0.553  -0.08
H -1.997 0.402 1.164  0.08
H -0.851 1.917 -0.765  0.09
H 0.785 2.505 -1.046  0.10
H 0.302 0.485 1.716  0.18
H 1.276 -1.876 -0.501  0.07
H -2.274 -1.297 0.757  0.09
H -0.330 -2.596 -0.431  0.08
H 0.263 0.998 -1.825  0.09
H -0.022 -1.282 -1.551  0.08
H -2.041 -0.115 -0.525  0.08
H 0.040 -1.117 1.496  0.14

Output
Energy: -365.12309 Eh
Spin multiplicity: 1
E_LUMO: 0.82 eV
SMILES: CC(C)[C@@](C)(O)C#N
Charge: 0
Frontier orbital gap: 11.171 eV

# 8
# C6H11NO

2 unconnected molecules or ions with the total composition C6H11NO at a distorted geometry (ωB97M-V/def2-TZVPD, OMol25).

Each line ends with the Löwdin charge.
Cartesian coordinates (Å):
O -0.480 2.731 1.605  -0.07
N -0.994 1.590 1.439  -0.17
C 0.568 -1.944 -0.415  -0.02
C 2.099 0.033 -0.916  -0.10
C 0.922 -0.683 -0.382  -0.22
C -0.153 0.366 1.442  -0.06
C -2.067 0.111 -0.362  -0.05
C -0.847 0.833 0.127  -0.27
H 2.633 0.576 -0.131  0.08
H -1.817 -0.619 -1.131  0.07
H 1.813 0.766 -1.675  0.08
H -0.344 -2.320 0.038  0.06
H -2.765 0.838 -0.780  0.08
H 0.882 0.573 1.669  0.12
H -0.584 -0.525 1.878  0.11
H 1.192 -2.690 -0.914  0.06
H -2.573 -0.398 0.461  0.09
H -0.288 1.435 -0.575  0.13
H 2.803 -0.674 -1.378  0.08

Output
Energy: -364.95633 Eh
Spin multiplicity: 1
E_LUMO (spin up / spin down): 0.38 / -0.05 eV
Charge: 0
Frontier orbital gap (spin up / spin down): 9.012 / 7.803 eV

# 9
# C6H11NO

A single C6H11NO molecule at a distorted geometry (ωB97M-V/def2-TZVPD, OMol25).

Each line ends with the Löwdin charge.
Cartesian coordinates (Å):
O 1.950 -1.312 2.315  0.03
N 2.533 0.865 0.144  0.14
C -1.890 0.816 -2.038  -0.11
C 2.334 0.935 1.311  -0.26
C 1.279 -0.314 1.710  -0.21
C -1.310 -0.251 -1.103  -0.29
C 0.225 -0.756 0.774  -0.22
C -0.317 0.345 -0.066  -0.26
H -2.731 0.233 -2.625  0.11
H 2.492 1.326 2.308  0.10
H -0.747 -1.019 -1.669  0.11
H -0.611 -0.992 1.581  0.18
H 0.560 0.753 -0.645  0.10
H -1.113 1.256 -2.634  0.06
H 2.132 -2.161 1.859  0.13
H 0.407 -1.608 0.198  0.10
H -2.299 1.545 -1.407  0.04
H -2.079 -0.826 -0.522  0.11
H -0.813 1.165 0.508  0.13

Output
Energy: -365.04572 Eh
Spin multiplicity: 1
E_LUMO (spin up / spin down): -0.07 / 0.04 eV
Charge: 0
Frontier orbital gap (spin up / spin down): 8.055 / 8.303 eV

# 10
# C6H11NO

2 unconnected molecules or ions with the total composition C6H11NO (ωB97M-V/def2-TZVPD, OMol25).

Each line ends with the Löwdin charge.
Cartesian coordinates (Å):
O -0.902 0.149 1.102  0.07
N 0.182 1.219 -1.572  0.05
C -1.416 -0.734 3.255  -0.02
C -0.693 0.166 2.289  -0.49
C 0.316 1.088 2.923  -0.02
C 0.671 -0.345 -3.525  -0.11
C 0.453 0.363 -2.580  -0.19
C 0.912 -1.194 -4.675  -0.13
H 1.544 -2.042 -4.406  0.07
H 1.206 0.510 3.171  0.09
H -0.034 -1.573 -5.063  0.07
H -2.137 -0.138 3.813  0.09
H -1.948 -1.515 2.719  0.08
H -0.382 0.802 -0.838  0.05
H -0.720 -1.173 3.965  0.08
H 1.407 -0.624 -5.463  0.07
H 1.018 1.647 -1.190  0.09
H 0.597 1.879 2.233  0.08
H -0.075 1.516 3.842  0.08

Output
Energy: -365.14517 Eh
Spin multiplicity: 1
E_LUMO: 0.74 eV
SMILES: CC(C)=O.CC#CN
Charge: 0
Frontier orbital gap: 8.570 eV

# 11
# C6H11NO

2 unconnected molecules or ions with the total composition C6H11NO at a distorted geometry (ωB97M-V/def2-TZVPD, OMol25).

Each line ends with the Löwdin charge.
Cartesian coordinates (Å):
O -2.073 -1.536 -0.798  0.05
N 0.581 0.459 0.739  0.02
C -1.844 0.989 0.593  -0.04
C -0.691 0.128 0.116  -0.43
C 0.147 -2.263 -0.116  -0.01
C 1.129 1.193 -0.139  -0.22
C 2.470 1.826 -0.018  -0.09
C -0.897 -1.207 -0.198  -0.31
H 2.376 2.912 -0.073  0.07
H -2.782 0.663 0.150  0.07
H -0.065 0.893 -0.995  0.21
H -2.064 -2.469 -1.048  0.11
H 2.946 1.552 0.929  0.08
H -0.215 -3.118 0.460  0.09
H 3.106 1.518 -0.851  0.07
H -1.919 0.929 1.679  0.08
H -1.652 2.028 0.317  0.07
H 0.410 -2.627 -1.117  0.09
H 1.037 -1.870 0.369  0.07

Output
Energy: -365.07069 Eh
Spin multiplicity: 1
E_LUMO: 0.72 eV
Charge: 0
Frontier orbital gap: 8.385 eV

# 12
# C6H11NO

2 unconnected molecules or ions with the total composition C6H11NO at a distorted geometry (ωB97M-V/def2-TZVPD, OMol25).

Each line ends with the Löwdin charge.
Cartesian coordinates (Å):
O 1.527 0.037 -1.317  0.13
N -0.713 -2.807 -1.951  0.08
C 0.347 -0.083 -1.348  -0.44
C -0.327 -1.785 -1.582  -0.15
C -0.653 0.803 -2.026  -0.02
C -0.221 -0.198 1.096  -0.33
C 1.014 -0.888 1.643  -0.10
C -0.193 1.314 1.245  -0.10
H -1.634 0.666 -1.578  0.10
H -1.098 1.778 0.854  0.07
H 1.903 -0.550 1.110  0.07
H 1.147 -0.648 2.698  0.08
H 0.683 1.745 0.760  0.08
H 0.937 -1.969 1.524  0.08
H -0.707 0.538 -3.081  0.10
H -1.132 -0.599 1.551  0.12
H -0.318 1.837 -1.951  0.10
H -0.129 1.573 2.303  0.08
H -0.433 -0.764 0.050  0.07

Output
Energy: -365.11345 Eh
Spin multiplicity: 1
E_LUMO: 0.20 eV
SMILES: CC(=O)C#N.CCC
Charge: 0
Frontier orbital gap: 10.955 eV